Entry 1:
13
Properties=species:S:1:pos:R:3:lowdin_spin:R:1 method="wB97M-V/def2-TZVPD" de_lowest_kcal_mol=0.0 spin_multiplicity=3 gap_ev="6.9 / 6.9"
S -0.1253 0.8869 1.7034 0.300
S -3.5206 -0.6484 1.6856 0.678
Si 1.2244 1.1948 0.0871 0.044
C -0.8015 -0.5504 0.7381 0.367
C 0.1086 -1.0729 -0.3280 0.046
C -2.0548 -0.6234 1.0612 0.521
C 0.3971 0.0614 -1.2654 0.019
H -0.4995 0.6650 -1.6165 0.001
H 1.0668 -1.4108 0.1450 0.008
H -0.3880 -1.9874 -0.8705 0.001
H 1.1505 2.5724 -0.2206 0.007
H 2.4386 1.1047 0.9703 0.007
H 1.0038 -0.1920 -2.0897 0.001


Entry 2:
73
Properties=species:S:1:pos:R:3:lowdin_charge:R:1 method="wB97M-V/def2-TZVPD" gap_ev=6.4 total_charge=-1
In -0.5116 -0.1872 1.4391 0.378
Br 1.4856 5.3747 3.7097 0.642
Br -6.1457 -7.2316 -2.8843 0.634
Br 7.6089 1.3257 0.3087 0.609
Br -1.4744 -4.3840 -2.0660 0.637
Br -4.4094 2.6615 2.1263 0.660
Br 5.6507 4.0609 1.9766 0.616
Br -4.1475 -5.1095 -5.1374 0.641
Br 10.2913 3.7260 1.1109 0.582
Br -0.5482 -0.8416 -2.3771 0.769
Br -4.6843 0.8126 5.2994 0.617
Br 2.8329 4.1982 -0.3346 0.777
Br -0.0921 -8.4651 -1.7608 0.610
Br -2.9921 -10.0653 -3.4254 0.604
Br -0.5299 4.5256 0.7423 0.661
N 3.2288 0.5868 -0.9540 0.049
C 9.0766 1.1613 1.5624 -0.707
C 0.9496 0.6491 -0.0696 -0.336
C -2.5924 -2.8222 -2.3817 -0.690
C -2.9031 -9.0551 -1.7602 -0.687
C 2.8912 1.5298 -1.8318 -0.279
C 3.7505 5.6623 0.5646 -0.687
C 2.2669 0.1903 -0.1146 -0.222
C 9.3586 2.4648 2.2632 -0.704
C -5.7784 2.7555 3.4965 -0.710
C -1.9279 -1.8390 -3.3095 -0.687
C 0.6319 1.6219 -1.0294 -0.294
C 1.6227 2.0675 -1.8978 -0.254
C -4.5913 -6.9961 -5.2836 -0.699
C -0.8616 5.8375 2.1276 -0.689
C 5.2322 5.4011 0.6317 -0.683
C 0.4035 6.5222 2.5727 -0.689
C -0.9157 1.3227 3.0320 -0.315
C -1.9501 -7.8953 -1.8522 -0.738
C -5.9948 -7.2815 -4.8232 -0.685
C -5.1915 2.6391 4.8794 -0.706
H 1.4086 2.8333 -2.6384 0.089
H -2.0889 -7.2274 -1.0057 0.038
H 0.3918 -1.4997 2.2338 -0.119
H -1.2814 0.8289 3.9392 -0.053
H -2.6521 -1.0987 -3.6449 0.056
H 8.4504 2.9606 2.5919 0.006
H 3.5526 6.5556 -0.0266 0.057
H 0.1709 7.3955 3.1787 0.052
H -4.4800 -7.2426 -6.3371 0.060
H 5.6282 5.0310 -0.3090 0.050
H -3.8512 -7.5388 -4.7047 -0.007
H -2.0599 -7.3306 -2.7722 0.013
H -2.8097 -2.3919 -1.4071 0.036
H -1.6762 2.0583 2.7545 -0.120
H 10.0207 2.3072 3.1118 0.054
H -6.2893 -8.2877 -5.1131 0.058
H 3.3104 5.7690 1.5526 -0.015
H 2.5582 -0.5859 0.5898 0.077
H -4.3002 3.2470 4.9996 0.049
H 3.6663 1.8872 -2.5047 0.092
H 1.0278 6.8148 1.7332 0.039
H -6.2554 3.7257 3.3711 0.050
H -6.4964 1.9696 3.2843 0.045
H 9.9348 0.7946 1.0082 0.045
H -1.5455 6.5626 1.6902 0.054
H -5.9303 2.9161 5.6288 0.050
H -2.0108 -0.7387 0.6611 -0.122
H -1.3575 5.3151 2.9408 0.049
H 8.7614 0.4116 2.2852 0.057
H -3.5068 -3.2150 -2.8237 0.014
H -0.3750 2.0261 -1.0920 0.069
H 5.7775 6.2944 0.9302 0.053
H -0.0050 1.8690 3.2988 -0.047
H -3.9153 -8.6956 -1.5918 0.006
H -2.6279 -9.7610 -0.9835 0.050
H -1.4730 -2.3196 -4.1711 0.044
H -6.7118 -6.5636 -5.2081 0.048


Entry 3:
80
Properties=species:S:1:pos:R:3:lowdin_charge:R:1 method="wB97M-V/def2-TZVPD" smiles="[H]/N=C(/C)CC1=C(C(=O)NC(=O)F)C(=O)OC1=O.O=[N+]([O-])c1ccccc1.O=[N+]([O-])c1ccccc1.O=[N+]([O-])c1ccccc1.O=[N+]([O-])c1ccccc1" gap_ev=7.4
F -2.4174 -5.6316 -0.6830 0.014
O 4.7947 -1.1134 1.2810 0.039
O -0.0403 3.9594 5.1224 0.062
O -4.5928 6.1391 1.4658 0.072
O 2.2016 -3.2140 -2.7068 0.039
O 2.4076 3.4929 -4.8358 0.055
O -2.1845 -1.9977 -1.7778 0.038
O 0.3624 -1.6483 -1.8582 0.014
O -2.0779 -2.7344 1.8917 -0.015
O 6.7367 -1.9466 1.8709 0.066
O -0.6961 -7.0590 0.3043 0.030
O 1.8953 4.9454 -3.2733 0.062
O 0.7703 2.0602 5.8637 0.058
O -4.0805 4.6866 -0.0966 0.036
N 1.6532 3.9425 -3.9612 -0.328
N 5.9947 -1.3506 1.0771 -0.326
N 4.1130 -4.8647 -0.9161 0.095
N -1.2205 -5.0317 1.6045 0.117
N 0.0762 2.7262 5.0812 -0.327
N -4.8349 5.1361 0.7779 -0.321
C -8.2200 4.2762 2.1668 -0.065
C 5.7837 -0.1782 -1.0996 -0.002
C 3.0594 -6.9933 0.1818 -0.066
C -6.1039 4.4365 1.0122 -0.143
C 3.1334 -5.3479 -0.0828 -0.301
C -0.9255 -2.2181 -1.3477 -0.149
C -1.7319 3.0825 -2.5723 -0.060
C -2.0966 0.6305 2.0866 -0.065
C -7.0040 4.9320 1.9656 0.003
C 6.5771 -0.8894 -0.1888 -0.146
C 0.0787 2.0928 -4.4668 -0.002
C -1.4423 2.7179 3.1190 0.003
C -0.6619 2.0040 4.0381 -0.143
C 6.3497 0.2789 -2.2913 -0.062
C -1.3125 -0.0776 2.9985 -0.068
C -0.3591 -3.1286 -0.1012 0.061
C -0.5889 0.6055 3.9779 0.005
C 7.9240 -1.1538 -0.4705 0.000
C 2.0910 -4.3355 0.6761 -0.065
C -1.2861 -3.5758 1.1938 -0.181
C -0.5158 3.7384 -2.7735 0.006
C -2.0421 1.9411 -3.3133 -0.071
C -6.4095 3.2864 0.2723 -0.003
C -2.1592 2.0239 2.1422 -0.062
C 8.4781 -0.6940 -1.6668 -0.065
C -8.5303 3.1348 1.4258 -0.071
C 7.6931 0.0236 -2.5709 -0.069
C -1.1393 1.4438 -4.2547 -0.067
C 1.0997 -3.4849 -0.3146 0.050
C 0.3843 3.2429 -3.7270 -0.144
C 1.3267 -2.7783 -1.7764 -0.166
C -1.4375 -5.9445 0.3899 -0.195
C -7.6275 2.6375 0.4844 -0.066
H 3.5847 -7.6200 -0.6553 0.088
H -1.3871 0.5521 -4.8262 0.109
H 0.0175 0.0390 4.6813 0.118
H -9.4821 2.6301 1.5822 0.109
H -0.2889 4.6267 -2.1881 0.121
H 8.5500 -1.7088 0.2251 0.120
H -8.9281 4.6568 2.8997 0.110
H 1.4600 -4.9604 1.4438 0.117
H 4.7353 0.0290 -0.8964 0.117
H -2.4400 3.4632 -1.8394 0.091
H -2.0108 -5.2754 2.2685 0.163
H 8.1314 0.3869 -3.4989 0.109
H -1.2676 -1.1634 2.9478 0.070
H 2.7586 -3.5374 1.2594 0.147
H -1.5041 3.8037 3.1511 0.120
H -5.7180 2.8882 -0.4673 0.116
H 4.0186 -3.8155 -0.9323 0.033
H 3.6370 -7.2209 1.2001 0.095
H 9.5236 -0.8915 -1.8933 0.109
H -2.6635 0.0931 1.3282 0.105
H -2.9940 1.4364 -3.1569 0.107
H 1.9305 -7.3048 0.3406 0.064
H 5.7439 0.8376 -3.0016 0.111
H -6.7771 5.8204 2.5510 0.121
H -7.8753 1.7457 -0.0871 0.109
H 0.7701 1.6945 -5.2064 0.118
H -2.7703 2.5689 1.4261 0.093


Entry 4:
16
Properties=species:S:1:pos:R:3:lowdin_charge:R:1 method="wB97M-V/def2-TZVPD" de_lowest_kcal_mol=21.1 smiles=CC.CC gap_ev=12.3
C 1.6838 0.1917 -0.6615 -0.199
C -1.5277 0.0793 0.3267 -0.174
C -3.0487 -0.1706 0.1771 -0.156
C 2.9350 0.0706 0.1899 -0.174
H 0.9148 -0.6271 -0.3388 0.063
H 1.9263 -0.1684 -1.7176 0.089
H 3.0704 -1.0481 0.0933 0.085
H -3.5373 0.7883 0.3277 0.053
H -3.3791 -0.5376 -0.8264 0.067
H -1.1437 -0.4065 1.2337 0.073
H -0.8852 -0.3213 -0.4470 0.026
H -3.3831 -0.9956 0.8409 0.065
H 1.0673 1.0830 -0.6702 0.048
H 2.9625 0.2968 1.2499 0.057
H -1.3445 1.0888 0.4628 0.034
H 3.6891 0.6766 -0.2405 0.041


Entry 5:
7
Properties=species:S:1:pos:R:3:lowdin_spin:R:1 method="wB97M-V/def2-TZVPD" spin_multiplicity=8 gap_ev="10.4 / 10.6" total_charge=+2
Eu 1.2868 1.1454 -1.2195 7.018
O -1.0820 -0.1273 -1.0030 -0.007
O -2.0960 -0.3816 1.0826 0.000
O 2.6517 -0.4924 0.0639 -0.010
O -2.1697 1.0972 0.6034 0.000
C 3.2647 -1.2907 0.5914 0.000
C -1.8555 0.0494 -0.1189 -0.001


Entry 6:
28
Properties=species:S:1:pos:R:3:lowdin_spin:R:1 method="wB97M-V/def2-TZVPD" de_lowest_kcal_mol=2.3 spin_multiplicity=2 gap_ev="10.6 / 6.6"
Br 0.5523 -1.1710 -1.8649 0.053
Br 3.5494 0.5016 -3.1262 0.933
C -1.8325 -1.0766 1.5281 0.001
C -0.7105 -2.8559 0.2098 0.002
C -1.2582 -1.4046 0.1630 0.002
C 1.8434 1.0651 0.4228 0.001
C -0.8638 0.9598 -0.7845 0.000
C 0.1508 2.0250 -1.2301 0.000
C -0.2181 -0.3594 -0.3012 0.003
C 0.8399 -0.0340 0.7775 0.000
C 1.1692 2.3169 -0.1362 0.000
H 0.3179 0.2699 1.6935 0.000
H -1.0736 -1.1645 2.2950 0.000
H 2.5885 0.6533 -0.2689 0.002
H -0.3515 2.9741 -1.4843 0.000
H -0.2320 -3.1379 -0.7395 0.001
H 0.6415 1.6793 -2.1494 0.001
H 0.0046 -2.9586 1.0340 0.000
H -2.0793 -1.3307 -0.5583 0.000
H 1.4167 -0.9398 1.0344 0.000
H -1.4557 1.3910 0.0335 0.000
H 2.3818 1.3649 1.3294 0.000
H -1.5641 -3.5491 0.2875 0.000
H 1.9529 2.9578 -0.5416 0.000
H -1.5695 0.8283 -1.6145 0.000
H -2.6303 -1.8058 1.7300 0.000
H 0.6875 2.8705 0.6909 0.000
H -2.2574 -0.0695 1.5701 0.000


Entry 7:
106
Properties=species:S:1:pos:R:3:lowdin_charge:R:1 method="wB97M-V/def2-TZVPD" de_lowest_kcal_mol=22.9 gap_ev=7.3 total_charge=+1
Sb 2.7859 1.2039 2.7375 1.351
In -0.5036 0.1834 0.5623 0.685
Cl 1.9126 -1.3280 -2.3956 0.715
Cl 0.4530 -1.2806 2.8615 0.829
Cl 2.5709 -3.4340 3.4410 0.752
Cl 3.9094 -3.5231 -1.7631 0.722
Cl 4.2344 -4.6633 1.0989 0.753
S 1.1810 1.9613 1.2850 0.207
O -1.9104 2.6460 1.3143 -0.017
O -2.7165 4.0349 -0.1011 0.063
N -2.3158 3.5306 -2.5647 0.217
N -2.0347 3.0583 0.1830 -0.406
N -0.5275 2.1416 -2.8509 0.001
N -1.2978 2.3401 -0.7413 0.089
N 0.4645 1.3166 -2.3194 0.020
C 2.9415 -2.8942 -0.4901 -0.711
C -2.6547 -1.1430 2.3074 -0.250
C -4.7731 -0.3475 3.3109 -0.033
C -2.5207 -0.5627 -2.0293 -0.076
C -4.1483 -2.3135 -1.4153 -0.021
C 5.3394 -0.5377 -0.2360 -0.071
C 2.1129 0.5630 4.5866 -0.411
C 0.8063 0.8661 4.9617 -0.182
C 3.1067 -3.4077 0.7914 -0.724
C 1.9997 -1.8847 -0.7287 -0.656
C 3.2848 3.9558 3.8626 -0.115
C 2.5357 -0.4416 6.7203 -0.060
C 5.3900 5.1202 3.9265 -0.066
C 2.3455 -2.8853 1.8259 -0.734
C -2.5334 -0.7046 0.8998 -0.175
C 3.9089 2.8977 3.2007 -0.355
C -1.1580 -5.0159 2.1873 -0.062
C -2.6503 -1.9488 -1.3938 -0.513
C 1.4128 -1.9037 1.5273 -0.658
C -2.9409 -1.1743 4.7873 -0.053
C -1.8909 -2.8969 -2.3282 -0.037
C 0.3676 0.4995 6.2278 -0.062
C -1.4242 2.7042 -2.0283 -0.391
C -1.9505 -2.9451 0.9915 -0.109
C -3.2498 -0.4115 3.4972 -0.547
C 5.6838 -1.8993 1.7264 -0.103
C 1.2284 -0.1597 7.0979 -0.055
C -2.2690 -2.4391 2.3176 -0.055
C 6.0072 4.0659 3.2678 -0.070
C -1.4710 -4.3967 0.8176 -0.495
C 4.7516 -1.1407 2.4230 -0.132
C 5.9712 -1.6016 0.4005 -0.079
C -2.2339 -1.9384 0.0923 -0.181
C 4.1206 -0.0749 1.7812 -0.356
C 5.2677 2.9467 2.8998 -0.108
C 2.9897 -0.0775 5.4585 -0.114
C 4.0303 5.0687 4.2223 -0.068
C -2.5818 -5.2626 0.1967 -0.040
C 4.4113 0.2348 0.4517 -0.126
C -2.7209 1.0149 3.6334 -0.042
C -0.1580 -4.4967 0.0090 -0.020
C 1.1746 -1.3630 0.2614 -0.240
H -0.0634 -5.4865 -0.4489 0.103
H 2.2256 3.9219 4.0948 0.104
H 0.1349 1.3736 4.2778 0.068
H 3.9156 1.0616 -0.0451 0.095
H 4.5216 -1.3943 3.4505 0.069
H -3.1727 0.1822 -1.5664 0.080
H 6.1779 -2.7277 2.2187 0.106
H 1.2916 1.8578 -2.0857 0.097
H -1.6248 1.0463 3.6086 0.050
H -2.2092 -3.0450 3.2104 0.101
H 3.2053 -0.9429 7.4078 0.113
H -2.3498 -2.8457 -3.3213 0.095
H -0.7199 -6.0051 2.0325 0.095
H -0.0718 -3.7484 -0.7702 0.054
H 6.6870 -2.2064 -0.1426 0.116
H 0.8791 -0.4522 8.0806 0.113
H 0.6977 0.5983 -2.9857 0.013
H 4.0164 -0.2841 5.1803 0.096
H -0.6467 0.7280 6.5317 0.112
H -2.7919 -5.0166 -0.8424 0.055
H 7.0649 4.1119 3.0383 0.111
H -5.1991 -1.3524 3.2688 0.092
H 5.9699 5.9892 4.2128 0.111
H 3.5528 5.8955 4.7330 0.111
H -0.8426 -2.5985 -2.4330 0.065
H -1.8622 -1.2983 4.9315 0.073
H -3.3373 -0.6233 5.6438 0.089
H -0.5114 2.3906 -3.8251 0.160
H -3.0503 1.4525 4.5808 0.097
H -4.5488 -2.2208 -2.4308 0.092
H 0.6987 -4.3632 0.6762 0.063
H -0.4352 -4.4138 2.7475 0.071
H -5.0358 0.1727 2.3847 0.085
H -4.3088 -3.3374 -1.0750 0.079
H 5.5715 -0.3076 -1.2690 0.115
H -4.7222 -1.6513 -0.7587 0.093
H -2.7978 -0.6236 -3.0864 0.098
H -3.5122 -5.1462 0.7598 0.095
H -1.9179 -3.9341 -2.0144 0.058
H -3.0868 1.6533 2.8360 0.064
H -2.0526 -5.1471 2.8010 0.090
H -3.2019 0.0551 0.4951 0.100
H -2.3302 3.7058 -3.5540 0.128
H -5.2384 0.1915 4.1415 0.090
H -3.3988 -2.1659 4.7950 0.087
H 5.7525 2.1261 2.3837 0.096
H -1.4912 -0.2091 -1.9876 0.037
H -2.9096 4.0481 -1.9350 0.096
H -2.2933 -6.3176 0.2353 0.090


Entry 8:
22
Properties=species:S:1:pos:R:3:lowdin_charge:R:1 method="wB97M-V/def2-TZVPD" de_lowest_kcal_mol=56.5 smiles="C=CCC(=C)CC.O" gap_ev=9.7
O -2.5807 -0.1289 1.3563 -0.050
C 0.9685 2.7692 -0.5014 -0.015
C 0.5925 0.4914 0.6842 -0.168
C 0.6366 1.9750 0.4764 -0.207
C -0.3865 -1.2832 -0.8703 -0.250
C 0.7533 -0.3971 -0.5354 -0.319
C 1.7529 -0.1547 -1.3915 0.042
C -0.4839 -2.4533 0.0709 -0.121
H -0.4257 0.3623 1.0760 0.076
H 1.7871 -0.4581 -2.4490 0.074
H 1.3563 2.4482 -1.4806 0.057
H -0.4529 -1.6759 -1.9076 0.117
H 0.7570 3.8593 -0.3827 0.068
H 2.5179 0.5541 -1.2382 0.042
H -2.1292 0.6273 1.7651 0.041
H -3.2600 -0.2166 2.0191 0.039
H -1.2730 -2.3139 0.8632 0.068
H -1.3839 -0.7545 -0.7531 0.116
H 0.4395 -2.4989 0.6556 0.074
H 0.2744 2.4047 1.4597 0.115
H -0.7986 -3.4276 -0.3603 0.078
H 1.3383 0.2711 1.4437 0.125


Entry 9:
16
Properties=species:S:1:pos:R:3:lowdin_spin:R:1 method="wB97M-V/def2-TZVPD" de_lowest_kcal_mol=75.1 spin_multiplicity=2 gap_ev="12.7 / 6.5" total_charge=+1
O 1.3180 0.2016 -0.2148 0.633
N -0.9749 -0.6958 0.2672 0.170
C 2.4716 0.6464 -1.0422 0.060
C -1.9020 0.0952 -0.6456 0.009
C -0.8728 -0.3305 1.6704 0.031
H -1.8926 -0.1377 1.9869 0.017
H -1.4714 1.1556 -0.6842 0.000
H -2.9796 -0.0773 -0.3923 0.008
H 2.2268 1.5242 -1.6356 0.000
H 3.1851 0.7513 -0.2327 0.021
H 0.3643 -0.1781 -0.1375 0.005
H -1.9675 -0.2117 -1.7587 0.002
H -0.3552 -0.8886 2.4079 0.001
H -1.4369 -1.6077 0.3102 0.002
H -0.3830 0.6877 1.7258 0.006
H 2.8089 -0.2259 -1.6375 0.034


Entry 10:
17
Properties=species:S:1:pos:R:3:lowdin_charge:R:1 method="wB97M-V/def2-TZVPD" de_lowest_kcal_mol=62.9 smiles=C#CCOC(C)C gap_ev=10.7
O 0.3930 0.3811 0.9109 -0.159
C -0.4677 -0.6977 0.9301 -0.248
C 1.3591 -0.6233 -1.2780 -0.069
C -0.1221 1.4376 -1.3147 -0.062
C -1.1720 -0.5253 2.3640 -0.051
C 0.8962 0.6215 -0.5408 -0.369
C -2.0234 -0.7562 3.1870 0.079
H 1.7655 1.2515 -0.3338 0.134
H 2.0064 -1.2374 -0.6456 0.086
H -0.9734 0.8297 -1.6345 0.076
H 0.0760 -1.6483 0.9398 0.111
H -2.7630 -0.8972 3.9409 0.018
H -0.5105 2.2570 -0.7026 0.087
H 0.5155 -1.2445 -1.5955 0.080
H -1.2419 -0.6764 0.1572 0.114
H 0.3398 1.8717 -2.2090 0.085
H 1.9226 -0.3437 -2.1753 0.088